1.
81
Properties=species:S:1:pos:R:3 method="wB97M-V/def2-TZVPD" homo_ev="-10.48 / -10.97" s_squared=6.028 spin_multiplicity=5 molar_mass_g_mol=790.838 e_above_lowest_kcal_mol=6.2 charge=+1 homo_lumo_gap_ev="7.465 / 5.988" energy_ev=-87320.509
Ir -0.98525 -1.14551 0.29575
Cl -0.68581 -3.29656 0.88768
C -0.71866 -1.95835 4.14389
Cl -1.24299 -0.62545 3.24631
H 0.34195 -2.09303 4.27144
H -1.44080 -2.71631 4.39384
C -2.84373 5.60141 5.03281
C -2.47725 4.65563 3.92711
C -2.92169 4.86185 2.62363
C -2.50853 4.04128 1.58774
C -1.65863 2.98073 1.85949
C -1.22311 2.73769 3.15664
C -1.63906 3.56833 4.17937
S -0.81868 2.13887 0.53740
O -0.77734 3.03071 -0.58641
O 0.39749 1.62504 1.09920
N -1.68242 0.76216 0.10475
C -2.96128 0.85778 -0.42443
C -3.58440 1.99553 -0.90839
C -4.85886 1.91624 -1.48910
C -5.53767 0.73222 -1.57520
C -4.96416 -0.44114 -1.04268
C -5.60011 -1.69898 -1.04303
C -4.97906 -2.76655 -0.44983
C -3.70372 -2.60873 0.09804
N -3.05694 -1.45536 0.07016
C -3.67795 -0.36610 -0.47005
H -3.41129 6.45113 4.65891
H -1.94245 5.97921 5.51690
H -3.43837 5.09867 5.79697
H -3.57742 5.69595 2.40866
H -2.81817 4.25437 0.57412
H -0.53330 1.92778 3.34501
H -1.28171 3.39037 5.18611
H -3.04897 2.93112 -0.89672
H -5.30139 2.81967 -1.88689
H -6.51198 0.68510 -2.04314
H -6.57302 -1.80638 -1.50535
H -5.44976 -3.73748 -0.39900
H -3.19215 -3.43967 0.56248
C 3.25986 1.41546 -0.67282
C 2.71870 0.51197 -1.78770
C 1.48017 1.17135 -2.41656
C 3.81751 0.33524 -2.83622
P 2.19171 -1.15762 -1.01259
N 0.80379 -0.98276 -0.21612
C 3.43139 -1.75728 0.29863
C 3.13533 -3.22996 0.60463
C 3.17680 -0.95878 1.58518
C 4.88340 -1.62083 -0.15818
C 1.94075 -2.43157 -2.41391
C 1.11719 -3.62709 -1.93375
C 3.27624 -2.92088 -2.97492
C 1.10906 -1.73391 -3.49681
H 3.44977 2.40038 -1.10400
H 4.20314 1.05257 -0.27166
H 2.53366 1.54064 0.12097
H 1.57347 2.25444 -2.34287
H 0.56346 0.91437 -1.89263
H 1.37119 0.92093 -3.46914
H 4.12013 1.33150 -3.16543
H 3.47619 -0.20277 -3.71818
H 4.69945 -0.16277 -2.43248
H 2.08300 -3.38521 0.84522
H 3.72232 -3.52038 1.47825
H 3.42857 -3.88758 -0.21166
H 2.12022 -0.97854 1.85228
H 3.48415 0.08062 1.50774
H 3.74620 -1.41969 2.39461
H 5.06437 -2.12730 -1.10671
H 5.52253 -2.09078 0.59235
H 5.19932 -0.58405 -0.24779
H 1.60340 -4.21208 -1.16022
H 0.95531 -4.28661 -2.78940
H 0.14405 -3.31121 -1.56894
H 3.80424 -3.55356 -2.26224
H 3.93535 -2.10920 -3.27507
H 3.07536 -3.52723 -3.86084
H 0.24801 -1.22512 -3.05930
H 0.73092 -2.48792 -4.18941
H 1.68899 -1.02004 -4.07647

---

2.
83
Properties=species:S:1:pos:R:3 method="wB97M-V/def2-TZVPD" homo_ev="-9.89 / -10.70" s_squared=2.017 spin_multiplicity=3 molar_mass_g_mol=792.853 charge=+1 homo_lumo_gap_ev="7.250 / 7.170" energy_ev=-78594.736
W -0.04609 -0.26121 0.64040
O 1.08168 -1.51205 1.59075
C 1.10179 -2.27494 2.68308
C 2.18395 -3.13195 2.88627
C 2.23473 -3.92077 4.01853
C 1.21574 -3.87425 4.97114
C 0.14701 -3.03032 4.77019
C 0.06350 -2.21913 3.62864
C -1.09262 -1.36447 3.47240
N -1.32777 -0.62830 2.44274
N -2.49530 0.11947 2.50565
C -2.61706 0.83429 1.43548
O -1.72402 0.78539 0.46454
C -3.77127 1.73497 1.26309
C -4.82151 1.71210 2.17951
C -5.89861 2.56340 2.01250
C -5.93446 3.44202 0.93628
C -4.88834 3.47020 0.02603
C -3.80743 2.61776 0.18810
H 2.96650 -3.16101 2.13922
H 3.07801 -4.58297 4.16472
H 1.26394 -4.49303 5.85561
H -0.65321 -2.98047 5.49890
H -1.82949 -1.33904 4.27125
H -4.78000 1.02426 3.01228
H -6.71479 2.54328 2.72213
H -6.77940 4.10578 0.80875
H -4.91361 4.15661 -0.80982
H -2.98293 2.64140 -0.50982
C 3.36648 -0.48864 -3.05649
Si 2.42126 -0.82134 -1.47007
C 3.66073 -0.56373 -0.07858
C 2.02607 -2.65998 -1.47470
C 0.82870 0.23164 -1.27278
Si 1.22041 2.05179 -1.67213
C 1.28645 2.37836 -3.52514
C 2.91362 2.60772 -1.06453
C -0.06498 3.23164 -0.98474
Si -0.43014 -0.36010 -2.54669
C -1.90039 0.76768 -2.79930
C 0.14244 -0.93486 -4.23207
C -1.16245 -1.89382 -1.69554
C -1.87593 -2.90122 -2.33082
C -2.34126 -3.98783 -1.61027
C -2.08015 -4.04988 -0.24872
C -1.39492 -3.01027 0.34174
N -0.96016 -1.94878 -0.35988
H 4.20546 -1.18998 -3.07928
H 3.78581 0.51529 -3.11210
H 2.77515 -0.65802 -3.95415
H 4.33212 -1.42634 -0.05673
H 3.17576 -0.50694 0.89390
H 4.27423 0.32486 -0.22663
H 2.96269 -3.20915 -1.60328
H 1.36425 -2.95983 -2.28927
H 1.57988 -2.98955 -0.53495
H 2.05621 1.78477 -4.01829
H 1.54861 3.43101 -3.66481
H 0.34413 2.21535 -4.04938
H 3.71084 2.21681 -1.69814
H 3.13462 2.30994 -0.04341
H 2.95513 3.69845 -1.12541
H -1.01578 3.11681 -1.50677
H 0.26986 4.25990 -1.14529
H -0.26255 3.07719 0.07626
H -1.65412 1.71401 -3.28061
H -2.38999 0.97518 -1.84928
H -2.61938 0.25239 -3.44190
H 0.60740 -0.13079 -4.80231
H -0.73699 -1.25970 -4.79477
H 0.83839 -1.77216 -4.19010
H -2.04803 -2.83538 -3.39697
H -2.89244 -4.77976 -2.09977
H -2.40812 -4.88474 0.35329
H -1.18305 -3.01544 1.40113
N 2.09343 3.74957 2.09983
C 2.06772 2.43217 2.24977
N 3.20986 1.77630 2.42275
S 0.54964 1.63000 2.32723
H 2.94463 4.28685 2.13803
H 1.22493 4.22789 1.92705
H 4.11094 2.21778 2.33042
H 3.17408 0.77988 2.55612

---

3.
115
Properties=species:S:1:pos:R:3 method="wB97M-V/def2-TZVPD" homo_ev=-10.05 molar_mass_g_mol=2643.837 homo_lumo_gap_ev=9.817 energy_ev=-1762072.298
C 5.83658 -2.97884 -0.17509
C 6.19321 -3.55354 1.21656
C 6.71569 -2.51800 2.22197
C 5.61584 -1.90099 3.08202
C 4.62816 -1.02855 2.28294
C 4.11599 0.21716 3.04972
C 4.53121 1.51839 2.34162
C 3.52229 1.86299 1.24574
C 4.05311 2.72895 0.10543
C 3.19529 2.56224 -1.14875
C 3.61685 1.34750 -1.98787
C 2.44872 0.59504 -2.60717
C 1.64723 -0.21391 -1.56756
C 0.31003 0.44942 -1.17508
C 0.05673 0.37269 0.34532
B -1.05893 1.32194 0.82560
O -2.33440 1.35841 0.26086
B -3.26761 1.01587 1.22711
C -4.25345 -0.18130 1.02089
C -5.29840 -0.23518 2.13504
C -6.35284 -1.33912 2.11712
F -7.54824 -0.76588 2.47014
F -6.10698 -2.30106 3.04636
C -6.65777 -2.05739 0.77410
F -7.86254 -2.64827 0.90706
F -6.78464 -1.14102 -0.21922
C -5.65875 -3.19604 0.34087
F -6.28297 -4.37946 0.41850
F -4.56434 -3.24969 1.12512
C -5.18973 -3.10143 -1.13200
F -6.20837 -3.19684 -1.96288
F -4.39048 -4.15593 -1.36003
F -4.49332 -2.00066 -1.38481
O -3.22126 1.75456 2.41798
B -1.97201 2.18285 2.76148
S -1.73705 2.87653 4.52041
O -0.37039 3.23483 4.73697
O -2.78064 3.82475 4.76051
F -2.02222 1.61716 5.40690
O -0.89768 2.18416 1.94138
H 4.76174 -2.94248 -0.33835
H 6.20182 -1.95282 -0.24373
H 6.33049 -3.52541 -0.97601
H 5.27206 -3.97564 1.62577
H 6.89219 -4.38084 1.10667
H 7.42592 -3.00199 2.89728
H 7.26078 -1.72862 1.69921
H 6.08682 -1.25437 3.82659
H 5.07601 -2.69266 3.60307
H 3.78830 -1.66228 1.98940
H 5.11336 -0.67983 1.37068
H 3.02528 0.19489 3.04784
H 4.50279 0.19757 4.06712
H 4.57079 2.31343 3.09118
H 5.53175 1.42105 1.91554
H 3.22800 0.90389 0.80240
H 2.63763 2.31011 1.70000
H 5.08601 2.46373 -0.11739
H 4.01033 3.77417 0.41950
H 3.27439 3.46682 -1.75533
H 2.14397 2.49213 -0.85911
H 4.19860 0.64249 -1.38756
H 4.26720 1.69787 -2.79262
H 1.76940 1.28627 -3.11225
H 2.81091 -0.09558 -3.37182
H 2.25035 -0.32546 -0.66507
H 1.44745 -1.21620 -1.94086
H 0.35146 1.49994 -1.46162
H -0.49852 -0.04125 -1.71502
H -0.23998 -0.65230 0.60280
H 0.97459 0.57867 0.89702
H -4.67828 -0.02090 0.03022
H -3.61861 -1.06892 0.97797
H -4.76998 -0.35667 3.08186
H -5.82190 0.71464 2.21366
C 6.69096 6.00822 -0.03187
Br 5.54097 6.05541 -1.59118
Br 5.73891 6.22152 1.62563
Br 7.78213 4.42728 -0.02886
H 7.35784 6.85248 -0.11428
C -0.16450 -5.60414 -2.56886
Br 0.69447 -6.79764 -1.32961
Br -1.74091 -4.81060 -1.80806
Br 1.05725 -4.28292 -3.24620
H -0.48663 -6.19747 -3.41231
C -4.87547 -7.52993 -1.58634
Br -4.92683 -7.11486 0.28876
Br -3.24766 -8.43448 -2.07920
Br -6.43680 -8.51195 -2.12750
H -4.89154 -6.58959 -2.11884
C 8.55137 10.52476 -1.26375
Br 8.37645 11.23583 0.51297
Br 10.34100 9.91813 -1.61396
Br 7.26104 9.13431 -1.59465
H 8.34109 11.32728 -1.95541
C -10.70397 -7.66791 -2.46375
Br -11.01486 -7.23687 -0.61724
Br -9.76145 -6.25798 -3.37151
Br -9.83591 -9.37629 -2.65174
H -11.66928 -7.75372 -2.94015
C -7.80612 -0.62623 -3.27406
Br -8.95233 0.85515 -2.84542
Br -8.77848 -2.27344 -3.42863
Br -6.70919 -0.26826 -4.80788
H -7.12810 -0.75199 -2.44204
C 1.64110 6.63898 1.70075
Br 0.13912 7.83975 1.75538
Br 1.08850 4.82657 2.02628
Br 2.63861 6.80268 0.06503
H 2.30672 6.92739 2.50214
C -3.25723 2.20975 -3.67813
Br -2.81551 0.66416 -2.61663
Br -4.97710 2.91600 -3.19566
Br -1.88373 3.54996 -3.58105
H -3.31890 1.88490 -4.70643